1.
Computed, not measured: C17H31F5FeP2 as an isolated structure at a distorted geometry, with ωB97M-V/def2-TZVPD.

Results
Highest occupied orbital energy (alpha / beta) = -7.7 / -8.5 eV
Expectation value of S² = 6.024
Multiplicity = 5
LUMO level (alpha / beta) = 0.30 / -0.52 eV

Last column: natural (NBO) charge in e.
CARTESIAN COORDINATES (ANGSTROEM)
P 0.64 -1.55 -0.65  0.781
P 1.33 1.41 -0.32  0.754
C 1.05 -0.60 -2.28  -0.694
C 1.92 0.59 -1.96  -0.687
H 0.08 -0.28 -2.69  0.230
H 1.52 -1.31 -3.00  0.227
H 2.99 0.34 -1.88  0.227
H 1.76 1.38 -2.70  0.226
C 0.68 2.84 -1.21  -0.902
H 0.38 3.62 -0.51  0.243
H -0.14 2.60 -1.89  0.242
H 1.49 3.23 -1.83  0.225
C 2.73 2.46 0.25  -0.982
H 3.00 3.08 -0.61  0.236
H 3.66 1.96 0.59  0.244
H 2.33 3.12 1.02  0.290
C -0.03 -2.94 -1.78  -0.889
H -0.18 -3.88 -1.24  0.224
H 0.70 -3.11 -2.59  0.207
H -0.99 -2.64 -2.22  0.224
C 2.16 -2.46 -0.28  -0.969
H 2.89 -1.66 0.00  0.217
H 2.58 -3.07 -1.10  0.224
H 1.91 -3.07 0.61  0.250
Fe 2.36 0.22 1.06  1.083
C -2.59 1.38 -0.99  -0.217
C -3.40 0.70 -1.79  -0.149
C -4.77 0.25 -1.32  -0.447
C -4.74 -1.12 -0.57  -0.446
C -3.43 -1.85 -0.60  -0.212
C -2.40 -1.57 0.23  -0.163
C -2.04 -0.28 0.91  -0.464
C -2.63 1.08 0.50  -0.456
C 3.36 -1.36 1.99  -1.204
H -2.03 2.26 -1.34  0.204
H -3.08 0.38 -2.77  0.198
H -5.45 0.17 -2.19  0.217
H -5.19 1.01 -0.65  0.211
H -5.03 -0.91 0.49  0.212
H -5.52 -1.76 -1.03  0.218
H -3.33 -2.68 -1.32  0.203
H -1.64 -2.30 0.54  0.204
H -0.94 -0.20 0.76  0.230
H -2.21 -0.45 1.99  0.228
H -3.67 1.17 0.89  0.210
H -1.94 1.84 0.91  0.215
H 3.97 -0.87 2.75  0.221
H 4.04 -1.95 1.36  0.195
H 2.66 -2.06 2.49  0.215
F 2.26 2.89 2.97  -0.383
C 2.59 1.53 2.85  0.187
F 3.96 1.53 3.12  -0.372
C 1.78 0.88 3.99  0.890
F 1.43 1.78 4.95  -0.321
F 0.61 0.31 3.55  -0.336
F 2.55 -0.08 4.56  -0.318

2.
Computed, not measured: C10H20B3I2O4 as an isolated structure, with ωB97M-V/def2-TZVPD.

Results
Highest occupied orbital energy = -4.3 eV
Charge = -1
LUMO level = 2.50 eV

Last column: natural (NBO) charge in e.
CARTESIAN COORDINATES (ANGSTROEM)
C -1.73 2.74 -1.90  -0.591
C -0.22 2.43 -1.96  -0.799
B 0.34 2.06 -0.50  0.975
O 1.12 3.04 0.11  -0.918
B -0.01 0.59 0.29  -0.658
C -0.87 -0.48 -0.64  -0.611
C -0.92 -1.87 -0.03  -0.051
O 0.01 -2.73 -0.76  -0.550
C 0.12 -4.02 -0.37  0.821
C 0.49 -4.24 1.08  -0.746
O 0.01 -4.92 -1.16  -0.591
B -1.03 1.08 1.58  0.963
C -0.78 2.28 2.61  -1.050
O -2.27 0.46 1.74  -0.929
C 1.38 -0.12 0.82  -0.224
I 1.62 -0.37 2.92  0.070
C 2.33 -0.59 0.02  -0.191
C 2.28 -0.46 -1.48  -0.668
I 4.08 -1.62 0.65  0.029
H -2.22 2.54 -2.85  0.194
H -1.90 3.79 -1.66  0.192
H -2.23 2.13 -1.14  0.213
H -0.03 1.62 -2.67  0.220
H 0.30 3.32 -2.35  0.174
H 1.52 3.63 -0.54  0.466
H -0.50 -0.59 -1.66  0.202
H -1.90 -0.13 -0.74  0.213
H -1.91 -2.34 -0.08  0.163
H -0.62 -1.83 1.02  0.175
H 1.46 -3.78 1.27  0.252
H -0.22 -3.76 1.75  0.234
H 0.52 -5.30 1.29  0.221
H -1.49 3.10 2.43  0.210
H 0.23 2.69 2.55  0.244
H -0.94 1.93 3.63  0.213
H -2.85 0.97 2.32  0.462
H 3.24 -0.71 -1.93  0.213
H 2.03 0.57 -1.76  0.218
H 1.53 -1.13 -1.90  0.242

3.
Computed, not measured: C36H58CeN3P2S3 as an isolated structure at a distorted geometry, with ωB97M-V/def2-TZVPD.

Results
Highest occupied orbital energy (alpha / beta) = -11.5 / -11.5 eV
Charge = +2
Expectation value of S² = 0.751
Multiplicity = 2
LUMO level (alpha / beta) = -4.77 / -4.72 eV

Last column: Löwdin charge in e.
CARTESIAN COORDINATES (ANGSTROEM)
Ce 9.30 12.20 11.08  0.643
C 7.97 9.22 15.33  -0.079
C 7.36 10.19 14.29  -0.498
C 5.83 10.27 14.43  -0.105
P 7.84 10.02 12.52  1.047
C 7.11 8.49 11.84  -0.580
C 5.71 8.80 11.30  -0.111
C 7.07 7.33 12.77  -0.105
C 9.64 9.74 12.51  -0.364
C 10.27 8.60 11.89  -0.028
C 11.63 8.31 11.97  -0.279
C 12.19 7.10 11.36  -0.058
C 12.42 9.33 12.64  -0.006
C 11.85 10.44 13.23  -0.027
C 10.48 10.64 13.13  -0.379
N 9.88 11.91 13.42  -0.130
C 10.25 12.71 14.45  -0.303
C 10.88 12.24 15.60  -0.012
C 11.11 13.13 16.62  -0.032
C 10.68 14.43 16.56  -0.271
C 10.76 15.36 17.79  -0.035
C 10.02 14.88 15.43  -0.065
C 9.75 14.05 14.34  -0.234
P 8.85 14.68 12.84  1.024
C 9.51 16.31 12.39  -0.534
C 9.68 17.50 13.31  -0.103
C 10.85 16.00 11.66  -0.130
C 7.15 15.00 13.30  -0.537
C 6.35 13.67 13.13  -0.112
C 6.98 15.58 14.73  -0.084
H 7.85 9.71 16.29  0.080
H 7.56 8.23 15.39  0.061
H 9.09 9.05 15.21  0.096
H 7.73 11.21 14.59  0.099
H 5.29 9.31 14.27  0.086
H 5.51 10.57 15.40  0.084
H 5.41 11.03 13.86  0.031
H 7.69 8.24 10.92  0.101
H 5.02 8.85 12.14  0.069
H 5.70 9.75 10.75  0.055
H 5.38 7.96 10.66  0.097
H 6.30 7.46 13.50  0.062
H 6.73 6.45 12.15  0.118
H 8.08 7.13 13.20  0.094
H 9.70 7.93 11.26  0.103
H 12.98 6.57 11.97  0.115
H 11.44 6.31 11.23  0.090
H 12.61 7.25 10.36  0.072
H 13.52 9.09 12.70  0.141
H 12.54 11.18 13.53  0.119
H 11.11 11.24 15.68  0.094
H 11.53 12.70 17.53  0.132
H 10.31 16.36 17.60  0.081
H 10.26 14.86 18.68  0.101
H 11.84 15.53 17.94  0.080
H 9.67 15.91 15.45  0.095
H 8.83 16.64 11.60  0.100
H 10.56 17.34 13.89  0.063
H 9.82 18.50 12.81  0.108
H 8.83 17.80 13.97  0.077
H 11.57 15.63 12.33  0.052
H 10.61 15.22 10.90  -0.016
H 11.28 16.89 11.17  0.102
H 6.74 15.74 12.56  0.133
H 6.59 13.02 14.01  0.081
H 5.27 13.82 13.12  0.092
H 6.62 13.17 12.19  0.018
H 7.29 14.77 15.40  0.083
H 7.40 16.59 14.87  0.075
H 5.92 15.66 14.88  0.072
C 7.16 13.96 7.85  -0.520
C 8.38 14.88 8.07  -0.412
S 9.89 14.11 8.76  0.846
C 10.56 13.02 7.52  -0.491
C 9.68 11.81 7.03  -0.461
S 9.23 10.73 8.36  0.872
C 7.49 10.24 8.13  -0.461
C 6.44 11.29 7.99  -0.473
S 6.61 12.76 9.04  0.884
H 7.36 13.48 6.88  0.064
H 6.31 14.57 7.55  0.092
H 8.25 15.67 8.86  0.096
H 8.71 15.31 7.15  0.082
H 11.48 12.57 7.99  0.076
H 10.94 13.73 6.76  0.099
H 10.36 11.28 6.35  0.090
H 8.80 12.11 6.41  0.092
H 7.34 9.69 9.06  0.050
H 7.47 9.57 7.29  0.093
H 5.44 10.89 8.35  0.106
H 6.31 11.76 7.02  0.082
C 14.53 10.15 9.07  0.026
N 13.56 11.02 9.76  -0.094
C 13.81 12.30 10.27  -0.008
C 12.63 12.79 10.75  -0.055
N 11.63 11.80 10.44  -0.105
C 12.28 10.75 9.89  -0.177
H 14.78 10.59 8.12  0.090
H 14.05 9.14 8.93  0.107
H 15.48 9.97 9.65  0.117
H 14.81 12.71 10.37  0.137
H 12.47 13.66 11.35  0.108
H 11.82 9.85 9.50  0.136

Number 1: total energy -84676.3505 eV. Number 2: total energy -37118.5610 eV. Number 3: total energy -106744.3912 eV.